Entry 1:
Entry from the OMol25 dataset: a molecular structure, C30H48BeBrN3P2Se (wB97M-V/def2-TZVPD).

```
86
C30H48BeBrN3P2Se, DFT wB97M-V/def2-TZVPD
N -5.388 2.402 -5.142
C -5.482 2.688 -3.845
C -4.453 2.356 -2.942
C -3.267 1.768 -3.444
C -3.190 1.491 -4.812
C -4.287 1.837 -5.625
C -2.108 1.670 -2.540
Be -1.026 0.349 -2.605
P 3.084 -0.659 -1.677
C -0.760 1.824 -3.091
C 0.325 2.274 -2.231
C 1.509 2.802 -2.808
C 2.428 3.461 -1.995
C 2.174 3.638 -0.615
C 0.929 3.225 -0.082
C 0.097 2.399 -0.847
Br 3.480 4.267 0.512
H -2.328 2.001 -1.525
H -0.615 1.932 -4.160
H -4.548 2.610 -1.888
H -2.288 1.076 -5.271
H -6.385 3.191 -3.486
H -4.253 1.647 -6.697
H 1.664 2.706 -3.897
H -0.752 1.915 -0.342
H 3.363 3.848 -2.400
H 0.624 3.514 0.926
P -1.569 -1.581 -1.970
C 4.357 0.647 -1.427
C 5.810 0.319 -1.806
H 4.322 0.905 -0.356
H 4.007 1.530 -1.978
H 6.445 1.195 -1.611
H 6.207 -0.507 -1.205
H 5.916 0.068 -2.868
C 2.436 -0.391 -3.357
C 3.295 -1.242 -4.307
H 2.508 0.678 -3.585
H 1.374 -0.674 -3.398
H 2.878 -1.268 -5.316
H 4.315 -0.850 -4.381
H 3.381 -2.276 -3.958
C 2.112 -0.373 -0.163
C 2.791 -1.036 1.042
H 1.145 -0.842 -0.365
H 1.952 0.704 -0.015
H 2.065 -1.289 1.818
H 3.292 -1.965 0.744
H 3.545 -0.387 1.497
C -1.204 -1.900 -0.209
C -1.414 -3.338 0.250
H -1.784 -1.187 0.412
H -0.162 -1.611 -0.037
H -2.473 -3.570 0.435
H -1.020 -4.057 -0.482
H -0.872 -3.497 1.196
C -0.598 -2.643 -3.094
C -0.579 -2.185 -4.555
H -1.075 -3.636 -3.007
H 0.416 -2.696 -2.670
H -1.541 -2.364 -5.052
H -0.341 -1.119 -4.687
H 0.181 -2.753 -5.109
C -3.218 -2.316 -2.231
C -4.267 -1.895 -1.199
H -3.026 -3.403 -2.217
H -3.560 -2.058 -3.245
H -5.179 -1.592 -1.730
H -4.532 -2.738 -0.542
H -3.941 -1.047 -0.575
C 1.094 1.399 3.129
N 0.244 0.373 3.712
C 0.605 -0.398 4.807
C -0.453 -1.187 5.099
N -1.451 -0.897 4.185
C -2.767 -1.497 4.204
C -1.037 0.075 3.303
Se -2.025 0.852 1.977
H 1.481 2.063 3.917
H 0.507 1.987 2.422
H 1.948 0.951 2.598
H 1.562 -0.291 5.274
H -0.609 -1.909 5.879
H -2.723 -2.552 3.903
H -3.190 -1.446 5.216
H -3.412 -0.949 3.516
```

Computed properties:
- calculated total energy (eV) = -190709.6006
- HOMO level (eV) = -12.322
- charge = +2
- energy relative to the best compared isomer or geometry (same formula, charge and spin) (kcal/mol) = 0.0
- 2S+1 = 1
- Kohn-Sham gap (eV) = 3.198

Entry 2:
Entry from the OMol25 dataset: a molecular structure, C30H48BrN9O2Se2Tl (wB97M-V/def2-TZVPD).

```
93
C30H48BrN9O2Se2Tl, DFT wB97M-V/def2-TZVPD
Tl 0.045 0.147 0.577
O -1.316 -0.869 -5.420
C -0.998 0.468 -5.507
C -0.940 1.143 -6.715
C -0.568 2.480 -6.722
C -0.252 3.130 -5.538
C -0.323 2.444 -4.337
C -0.707 1.111 -4.303
C -0.858 0.393 -2.975
O -0.587 1.017 -1.910
N 0.319 -0.879 -3.208
N 0.783 -1.488 -2.256
C 1.881 -2.341 -2.477
C 2.322 -3.109 -1.468
Br 1.568 -3.162 0.243
C 3.531 -3.917 -1.600
C 3.985 -4.619 -2.688
C 5.329 -5.127 -2.616
C 5.880 -5.787 -3.680
C 5.094 -6.012 -4.814
C 3.758 -5.582 -4.896
C 3.202 -4.898 -3.855
H -1.578 -1.196 -6.290
H -1.179 0.634 -7.642
H -0.522 3.013 -7.662
H 0.045 4.170 -5.557
H -0.089 2.928 -3.398
H -1.755 -0.255 -2.978
H 0.704 -1.010 -4.160
H 2.387 -2.285 -3.437
H 4.130 -3.947 -0.694
H 5.905 -4.946 -1.717
H 6.898 -6.147 -3.644
H 5.518 -6.558 -5.648
H 3.176 -5.825 -5.774
H 2.157 -4.620 -3.876
C -1.669 -0.931 5.503
N -2.560 -1.434 4.469
C -3.754 -2.156 4.893
C -2.296 -1.132 3.168
N -1.400 -0.305 2.757
N -3.104 -1.818 2.263
C -3.021 -1.906 0.885
N -3.958 -2.758 0.375
N -2.174 -1.257 0.164
H -1.781 -1.548 6.391
H -1.892 0.106 5.773
H -0.629 -1.007 5.181
H -3.893 -2.002 5.959
H -3.670 -3.235 4.726
H -4.652 -1.773 4.405
H -0.911 0.110 3.542
H -3.742 -2.472 2.681
H -4.618 -3.252 0.947
H -4.017 -2.902 -0.616
H -2.314 -1.503 -0.811
C 3.003 -1.995 5.021
Se 2.255 -0.709 3.768
C 2.489 0.884 4.901
C 3.107 2.050 4.161
Se 1.898 2.687 2.758
C 3.211 3.608 1.661
H 2.448 -1.989 5.955
H 4.052 -1.775 5.200
H 2.914 -2.978 4.563
H 3.133 0.580 5.725
H 1.525 1.169 5.325
H 4.032 1.749 3.670
H 3.308 2.873 4.844
H 3.522 4.537 2.130
H 2.752 3.821 0.697
H 4.067 2.957 1.505
C -3.688 3.495 -0.062
C -2.786 2.241 0.032
N -1.574 2.544 0.786
C -0.789 3.556 0.083
C -1.628 4.838 -0.128
N -2.939 4.630 0.576
C -2.708 4.344 2.034
C -1.918 3.017 2.122
H -4.628 3.391 0.477
H -3.901 3.789 -1.088
H -2.485 1.890 -0.954
H -3.311 1.429 0.535
H -0.471 3.136 -0.872
H 0.095 3.779 0.679
H -1.859 5.028 -1.175
H -1.169 5.727 0.299
H -3.494 5.480 0.493
H -3.686 4.291 2.509
H -2.164 5.193 2.445
H -2.505 2.245 2.618
H -1.002 3.164 2.692
```

Computed properties:
- calculated total energy (eV) = -254797.2523
- HOMO level (eV) = -13.954
- charge = +3
- 2S+1 = 1
- Kohn-Sham gap (eV) = 3.804

Entry 3:
Entry from the OMol25 dataset: a molecular structure, C30H48Cl2N3O7PtSi (wB97M-V/def2-TZVPD).

```
92
C30H48Cl2N3O7PtSi, DFT wB97M-V/def2-TZVPD
C 4.596 -1.005 -3.495
C 3.910 0.163 -2.920
H 4.733 -0.859 -4.572
H 4.186 -1.980 -3.239
H 5.584 -1.024 -3.031
C 4.017 1.431 -3.400
C 5.368 1.933 -3.719
H 3.300 2.235 -3.192
H 5.603 1.834 -4.782
H 6.104 1.414 -3.109
H 5.349 2.975 -3.447
Pt -2.197 -1.180 0.211
Cl -1.668 -2.523 1.879
C -2.104 1.430 1.992
O -3.071 0.962 1.371
N -1.877 2.686 2.448
C -2.712 3.739 1.999
C -0.656 3.128 3.120
H -1.247 0.794 2.235
H -3.720 3.403 1.937
H -2.474 4.140 1.027
H -2.744 4.574 2.676
H -0.221 2.216 3.575
H -0.868 3.857 3.973
H 0.111 3.557 2.436
H -6.535 -1.551 2.510
H -5.734 -3.117 3.520
C -5.866 -1.482 1.663
C -5.179 -3.622 2.736
N -5.114 -2.713 1.623
H -5.208 -0.635 1.872
C -4.204 -2.955 0.708
O -3.931 -2.197 -0.303
H -4.181 -3.848 3.178
H -3.576 -3.827 0.866
H -6.467 -1.295 0.764
H -5.659 -4.617 2.528
H 0.443 1.315 -4.218
H 1.311 3.970 -3.592
C -0.369 2.051 -4.399
C 0.247 4.181 -3.302
N -0.483 2.889 -3.203
H -1.301 1.514 -4.637
C -1.482 2.701 -2.275
O -2.272 1.772 -2.203
H 0.255 4.770 -2.352
H -1.504 3.530 -1.533
H -0.028 2.711 -5.220
H -0.209 4.743 -4.147
O 1.915 -0.176 -2.725
C 3.046 -0.075 -1.781
C 1.697 2.053 -1.201
C 2.442 0.909 -0.820
H 1.134 1.969 -2.111
C 1.674 3.194 -0.349
H 3.429 -0.983 -1.268
C 2.796 0.719 0.504
H 1.451 4.206 -0.737
C 2.151 3.025 0.941
C 2.489 1.739 1.413
H 3.208 -0.274 0.743
H 2.120 3.823 1.684
H 2.671 1.660 2.484
Si 0.586 -1.293 -3.062
Cl -0.385 0.012 0.704
C -1.419 -1.069 -3.179
C 0.294 -2.751 -1.913
C 1.578 -1.335 -4.565
H -1.984 -1.224 -2.179
H -1.593 -2.009 -3.786
H -1.773 -0.127 -3.681
H 1.487 -0.301 -4.978
H 1.047 -2.086 -5.168
H 2.625 -1.651 -4.356
H -0.527 -2.739 -1.159
H 1.174 -3.140 -1.400
H -0.036 -3.459 -2.679
O 2.372 -2.869 3.530
C 1.422 -3.051 4.377
C 1.296 -4.224 5.191
C 0.213 -4.416 5.987
C -0.833 -3.506 6.021
C -0.812 -2.316 5.250
C 0.332 -2.073 4.497
C 0.452 -0.803 3.742
O -0.458 0.019 3.848
O 1.513 -0.578 2.944
H 1.977 -1.476 2.985
H 2.142 -4.916 5.157
H 0.186 -5.294 6.648
H -1.707 -3.683 6.613
H -1.649 -1.620 5.273
```

Computed properties:
- calculated total energy (eV) = -86856.8219
- HOMO level (spin up / spin down) (eV) = -3.718 / -3.719
- charge = -1
- energy relative to the best compared isomer or geometry (same formula, charge and spin) (kcal/mol) = 150.4
- 2S+1 = 3
- Kohn-Sham gap (spin up / spin down) (eV) = 5.942 / 5.117

Entry 4:
Entry from the OMol25 dataset: 2 unconnected molecules or ions with the total composition C30H48F2N3O5S (wB97M-V/def2-TZVPD).

```
89
C30H48F2N3O5S, DFT wB97M-V/def2-TZVPD
C 4.459 -0.097 -0.608
C 4.607 -0.199 -2.137
C 3.497 0.471 -2.959
C 2.420 -0.513 -3.430
C 1.858 -1.403 -2.324
C 1.190 -0.609 -1.203
C 0.961 -1.502 0.016
C 0.653 -0.759 1.327
C -0.832 -0.788 1.806
C -1.830 -0.717 0.708
C -2.371 -1.864 0.170
C -2.043 -3.223 0.694
C -2.941 -3.605 1.922
C -4.116 -2.684 2.192
O -3.701 -1.496 2.871
C -3.289 -1.684 -0.870
S -3.989 -3.159 -1.642
O -4.685 -3.926 -0.688
O -2.961 -3.753 -2.400
F -4.981 -2.540 -2.620
N -3.691 -0.575 -1.404
N -3.162 0.500 -0.842
N -3.574 1.749 -1.392
C -5.053 1.910 -1.218
C -5.866 1.666 -2.492
C -7.215 0.976 -2.179
C -2.300 0.507 0.161
C -1.839 1.818 0.703
C -0.521 2.294 0.063
O 0.166 3.107 1.012
C 0.191 4.472 0.658
O 1.188 4.944 0.136
C -1.044 5.259 1.017
C -1.371 6.277 -0.091
H 4.287 -1.056 -0.144
H 5.408 0.242 -0.203
H 3.728 0.640 -0.292
H 4.734 -1.231 -2.449
H 5.535 0.300 -2.399
H 3.023 1.270 -2.392
H 3.946 0.929 -3.834
H 1.599 0.036 -3.889
H 2.846 -1.130 -4.217
H 2.601 -2.090 -1.927
H 1.085 -2.015 -2.788
H 1.746 0.285 -0.955
H 0.230 -0.256 -1.598
H 1.885 -2.049 0.175
H 0.218 -2.244 -0.255
H 1.040 0.252 1.314
H 1.205 -1.263 2.114
H -0.992 -1.729 2.313
H -0.976 -0.014 2.548
H -1.037 -3.177 1.083
H -2.031 -3.988 -0.068
H -3.255 -4.637 1.840
H -2.316 -3.553 2.807
H -4.793 -3.219 2.855
H -4.705 -2.440 1.316
H -4.053 -1.514 3.760
H -3.427 1.637 -2.392
H -5.403 1.297 -0.396
H -5.202 2.945 -0.926
H -5.344 1.011 -3.187
H -6.046 2.606 -3.000
H -7.980 1.730 -2.044
H -7.146 0.359 -1.290
H -7.476 0.328 -3.005
H -1.605 1.640 1.743
H -2.609 2.574 0.687
H 0.100 1.422 -0.055
H -0.683 2.817 -0.874
H -0.900 5.787 1.954
H -1.896 4.612 1.182
H -2.046 5.811 -0.801
H -0.489 6.599 -0.631
H -1.828 7.161 0.331
F 5.540 -2.333 1.252
C 6.575 -1.894 2.006
C 7.631 -2.747 2.250
C 8.692 -2.294 3.019
C 8.679 -1.007 3.538
C 7.604 -0.167 3.283
C 6.542 -0.609 2.507
H 7.618 -3.749 1.842
H 9.531 -2.949 3.214
H 9.507 -0.659 4.140
H 7.591 0.835 3.690
H 5.698 0.032 2.291
```

Computed properties:
- calculated total energy (eV) = -62857.7703
- HOMO level (eV) = -10.779
- charge = +1
- 2S+1 = 1
- Kohn-Sham gap (eV) = 6.383

Entry 5:
Entry from the OMol25 dataset: 8 unconnected molecules or ions with the total composition C30H48O24 (wB97M-V/def2-TZVPD).

```
102
C30H48O24, DFT wB97M-V/def2-TZVPD
C -4.253 -0.411 -3.483
C -3.346 -0.282 -2.252
C -4.248 -0.257 -1.067
O -3.781 -1.353 -0.305
C -2.873 -2.098 -0.874
O -2.343 -3.168 -0.493
O -2.602 -1.477 -2.024
H -5.044 0.297 -3.519
H -4.782 -1.326 -3.333
H -3.723 -0.570 -4.421
H -2.807 0.628 -2.510
H -5.229 -0.242 -1.377
H -3.992 0.672 -0.519
C 1.734 0.029 -4.324
C 2.182 1.448 -3.809
C 3.418 1.125 -2.974
O 4.459 1.271 -3.892
C 4.057 1.912 -4.992
O 4.717 2.271 -6.000
O 2.785 2.167 -4.820
H 1.020 0.156 -5.155
H 1.297 -0.632 -3.592
H 2.503 -0.565 -4.773
H 1.364 1.981 -3.370
H 3.217 0.170 -2.501
H 3.547 1.827 -2.201
C 4.843 -2.275 -2.157
C 5.563 -1.038 -1.357
C 6.625 -1.453 -0.420
O 7.809 -1.244 -1.084
C 7.549 -0.659 -2.203
O 8.465 -0.316 -2.953
O 6.343 -0.433 -2.387
H 4.206 -1.891 -2.867
H 4.149 -2.696 -1.423
H 5.496 -3.060 -2.467
H 4.821 -0.267 -1.051
H 6.487 -2.453 -0.143
H 6.632 -1.027 0.506
C -4.920 0.728 4.075
C -4.443 0.001 2.896
C -4.505 -1.544 3.060
O -5.567 -1.855 2.207
C -5.970 -0.776 1.508
O -6.897 -0.676 0.713
O -5.299 0.305 1.845
H -4.447 1.743 3.955
H -4.624 0.304 5.015
H -6.029 0.624 3.968
H -3.456 0.430 2.678
H -4.654 -2.002 4.057
H -3.640 -2.003 2.607
C -1.488 1.563 1.201
C -0.565 0.632 0.391
C -0.323 1.015 -1.104
O 0.989 1.517 -1.185
C 1.594 1.297 -0.064
O 2.783 1.519 0.092
O 0.808 0.678 0.776
H -1.473 1.264 2.229
H -2.495 1.610 0.848
H -1.136 2.620 1.146
H -0.900 -0.381 0.355
H -0.991 1.844 -1.331
H -0.453 0.178 -1.827
C 3.588 -1.824 1.585
C 4.289 -1.136 2.731
C 3.489 -1.047 4.054
O 4.440 -1.499 4.954
C 5.525 -1.929 4.347
O 6.514 -2.380 4.948
O 5.429 -1.809 3.027
H 2.860 -2.599 2.032
H 4.359 -2.356 1.039
H 2.999 -1.231 0.891
H 4.487 -0.018 2.515
H 2.741 -1.807 4.117
H 3.219 -0.033 4.412
C -6.259 2.596 -0.978
O -5.619 3.288 -2.018
C -4.331 3.448 -1.975
O -3.621 3.225 -0.776
O -3.615 3.822 -3.045
C -2.190 3.806 -2.929
H -6.774 1.748 -1.420
H -7.023 3.249 -0.477
H -5.696 2.101 -0.230
H -1.930 2.785 -2.875
H -1.795 4.489 -2.193
H -1.832 4.067 -3.905
C 0.068 -3.017 1.827
O 0.675 -2.113 2.776
C -0.071 -1.179 3.406
O -1.458 -1.111 3.203
O 0.667 -0.366 4.188
C -0.061 0.593 4.959
H -0.411 -2.413 1.120
H -0.790 -3.556 2.185
H 0.808 -3.690 1.323
H 0.512 0.822 5.850
H -1.038 0.204 5.301
H -0.326 1.474 4.509
```

Computed properties:
- SMILES = C[C@H]1COC(=O)O1.C[C@H]1COC(=O)O1.C[C@H]1COC(=O)O1.C[C@H]1COC(=O)O1.C[C@H]1COC(=O)O1.C[C@H]1COC(=O)O1.COC(=O)OC.COC(=O)OC
- calculated total energy (eV) = -81022.7771
- HOMO level (eV) = -9.931
- energy relative to the best compared isomer or geometry (same formula, charge and spin) (kcal/mol) = 150.8
- 2S+1 = 1
- Kohn-Sham gap (eV) = 9.825